Computed, not measured: 2 unconnected molecules or ions with the total composition C2H3BrS in a non-equilibrium geometry, with ωB97M-V/def2-TZVPD.

```
7
Properties=species:S:1:pos:R:3:forces:R:3:nbo_charge:R:1
C -0.439514 0.516106 0.570361 1.624 1.182 1.931 -0.307
C -0.011373 0.536817 -0.678152 -1.190 0.311 -1.248 -0.451
S 0.099406 -0.830678 -1.734536 0.667 -0.586 1.822 0.397
Br 1.071912 -2.673276 0.672553 -0.504 0.964 -1.494 -0.307
H -0.259501 1.371583 1.292561 -0.895 -0.820 -1.298 0.218
H -0.458067 -0.436504 0.990215 -0.563 -1.420 1.132 0.213
H -0.002864 1.515952 -1.113002 0.860 0.369 -0.846 0.237
```
Positions in Å, forces in eV/Å.

Strongest force on any atom in eV/Å: 2.787
Kohn-Sham gap (spin up / spin down) in eV: 6.167 / 5.319

***

Computed, not measured: a molecular structure, C4H7O in a non-equilibrium geometry, with ωB97M-V/def2-TZVPD.

```
12
Properties=species:S:1:pos:R:3:forces:R:3:nbo_charge:R:1
H -0.276218 2.547527 -1.432434 0.060 -0.204 0.399 0.328
O -2.544222 1.306076 0.158195 0.037 0.137 -0.085 -0.642
C -1.732194 0.760759 -0.781816 -0.659 -0.343 -0.146 -0.026
C -0.307630 1.627476 -0.860443 0.777 -1.343 0.024 -0.189
C 0.205635 0.614383 -0.330225 0.167 -0.064 1.031 0.114
H -2.520596 0.806763 0.982576 -0.110 0.000 0.061 0.501
H -2.070848 0.984601 -1.802904 0.063 -0.059 0.232 0.267
H -1.625099 -0.335320 -0.735622 0.001 0.307 -0.032 0.238
H 0.388702 -0.239415 0.412088 -0.055 1.558 -1.686 0.324
C 3.122245 0.982764 -0.694847 -0.404 0.275 0.725 -0.131
H 3.433036 2.029831 -0.870022 0.119 -0.295 -0.163 0.106
H 3.865777 0.537525 -0.007881 0.004 0.032 -0.360 0.111
```
Positions in Å, forces in eV/Å.

Strongest force on any atom in eV/Å: 2.296
Kohn-Sham gap (spin up / spin down) in eV: 8.230 / 8.514
Total charge: +1

***

Per-record relative energy (zero: lowest compared OMol25 entry of this formula, charge and spin), kcal/mol: 64.8 146.0